Below is a 7-piece molecular cluster, C22H38N4O3S3 overall in a non-equilibrium geometry, with properties calculated with ωB97M-V/def2-TZVPD.

Element x y z (Å)
1 C -1.75122 3.80440 4.24112
2 S -1.47969 2.17291 3.53113
3 O -0.71533 2.52579 2.29505
4 C -0.37335 1.50204 4.77469
5 H -0.82416 4.34615 4.05710
6 H -1.93275 3.72952 5.31316
7 H -2.58604 4.28282 3.73863
8 H -0.81518 1.68747 5.75264
9 H 0.65688 1.85030 4.72179
10 H -0.36282 0.42666 4.58962
11 C -1.92938 -0.41631 0.94135
12 S -0.84012 -1.65505 0.26300
13 O -0.06005 -0.92647 -0.78213
14 C 0.25806 -1.82607 1.69854
15 H -2.38759 -0.87714 1.82421
16 H -2.75805 -0.16539 0.28108
17 H -1.39535 0.49391 1.20597
18 H 0.05693 -1.06261 2.44136
19 H 1.25621 -1.80596 1.26152
20 H 0.15502 -2.83823 2.08112
21 C -1.62715 -1.93301 -5.06175
22 S -0.00341 -1.24090 -4.78081
23 O 0.47140 -0.76678 -6.10802
24 C -0.54677 0.22909 -3.89575
25 H -2.28759 -1.33438 -5.69213
26 H -2.15356 -2.05763 -4.10985
27 H -1.57458 -2.92700 -5.50641
28 H -1.30931 0.06995 -3.13862
29 H -0.95196 0.97057 -4.58455
30 H 0.33638 0.60571 -3.38057
31 N -1.73855 2.77435 -0.39792
32 C -1.81372 4.13825 -0.51341
33 C -2.26813 4.43171 -1.76519
34 C -2.62152 3.19504 -2.38970
35 C -2.20233 2.20416 -1.54338
36 H -1.54940 2.22435 0.42507
37 H -1.44170 4.74291 0.29642
38 H -2.58197 5.38041 -2.16824
39 H -3.02614 3.10076 -3.38413
40 H -2.34655 1.13866 -1.58643
41 N 2.96791 -1.34195 -3.21263
42 C 2.90536 -2.19592 -2.13649
43 C 3.83743 -3.16484 -2.33017
44 C 4.60432 -2.81264 -3.48629
45 C 3.90814 -1.80099 -4.08302
46 H 2.32006 -0.58531 -3.33299
47 H 2.16226 -2.06134 -1.36934
48 H 4.05642 -3.98424 -1.66271
49 H 5.46253 -3.35144 -3.84789
50 H 4.19006 -1.30764 -4.99935
51 N 4.75801 0.74349 0.69858
52 C 3.40743 0.81880 0.52214
53 C 3.04048 2.14147 0.51662
54 C 4.25234 2.88448 0.56756
55 C 5.29878 1.99914 0.63038
56 H 5.26013 -0.12127 0.78593
57 H 2.77845 -0.04988 0.62452
58 H 2.05250 2.55840 0.41698
59 H 4.36434 3.95679 0.55180
60 H 6.35116 2.21870 0.66660
61 N -3.26577 -4.05285 2.03681
62 C -3.95948 -3.04751 2.67462
63 C -3.20492 -2.63989 3.73527
64 C -2.02863 -3.45367 3.79638
65 C -2.08317 -4.23880 2.67923
66 H -3.46003 -4.54499 1.18272
67 H -4.85982 -2.62497 2.26381
68 H -3.44708 -1.82751 4.40168
69 H -1.18409 -3.29825 4.44552
70 H -1.42056 -5.01034 2.31819

## Properties
Lowest unoccupied orbital energy: 0.14 eV
Multiplicity: 1
E_HOMO: -0.285 hartree
Net charge: 0

***

Below is C2H9N6 as an isolated structure in a non-equilibrium geometry, with properties calculated with ωB97M-V/def2-TZVPD.

Element x y z (Å)
1 C 1.30217 0.22264 0.07036
2 C 0.62052 1.57533 -0.26911
3 N 2.53293 -0.02006 0.15809
4 N -0.78053 1.54308 0.17437
5 N 0.28350 -0.77985 0.22540
6 N 0.55472 -1.98197 -0.20598
7 N -2.24941 -0.33418 0.25089
8 N -1.13217 0.24643 -0.30820
9 H 1.18047 2.43132 0.16381
10 H 0.69757 1.70818 -1.29531
11 H 2.74022 -0.92363 0.43869
12 H -0.79415 1.40436 1.13868
13 H 1.27879 -2.38202 -0.91338
14 H 0.25829 -2.79544 0.34274
15 H -3.17640 0.08625 0.08205
16 H -2.04576 -0.36188 1.21926
17 H -1.27076 0.36144 -1.27237

## Properties
Lowest unoccupied orbital energy: -4.47 eV
Multiplicity: 1
E_HOMO: -0.514 hartree
Net charge: +1

***

Below is C3H3BrClF as an isolated structure in a non-equilibrium geometry, with properties calculated with ωB97M-V/def2-TZVPD.

Element x y z (Å)
1 C 0.68006 0.27633 -0.49408
2 C 1.03815 0.04970 0.81606
3 C -1.35279 -0.22855 -0.84140
4 F 1.29019 -1.08318 1.45928
5 Cl -1.80465 -1.83789 -0.41611
6 Br -2.24334 1.04194 0.16379
7 H 0.44770 1.25312 -0.86252
8 H 1.16648 -0.38468 -1.21342
9 H 0.77819 0.91320 1.38840

## Properties
Lowest unoccupied orbital energy (spin up / spin down): -1.14 / -1.09 eV
Multiplicity: 1
E_HOMO (spin up / spin down): -0.309 / -0.307 hartree
Net charge: 0

***

Below is the molecule C2H4BrN in a non-equilibrium geometry, with properties calculated with ωB97M-V/def2-TZVPD.

Element x y z (Å)
1 H -0.72264 -2.24712 -0.51822
2 N -0.59095 -1.51352 0.15105
3 C 0.10441 -0.38061 -0.16086
4 C -0.03157 0.91102 0.44173
5 Br 1.35121 -0.46885 -1.70451
6 H 0.08260 1.60901 -0.35739
7 H 0.75253 1.04704 1.08823
8 H -0.94560 1.04303 1.05997

## Properties
Lowest unoccupied orbital energy: 0.69 eV
Multiplicity: 1
E_HOMO: -0.360 hartree
Net charge: 0

***

Below is a 2-piece molecular cluster, C5H12 overall in a non-equilibrium geometry, with properties calculated with ωB97M-V/def2-TZVPD.

Element x y z (Å)
1 C -1.51149 0.62488 0.60470
2 C -0.75925 1.72339 0.53466
3 C -1.27719 3.14870 0.46270
4 H -1.28869 -0.24849 1.21128
5 H -2.52197 0.66218 0.19733
6 H 0.22671 1.65050 1.01874
7 H -1.40304 3.58590 1.44217
8 H -0.55590 3.82325 -0.03774
9 H -2.08439 3.12138 -0.26040
10 C 1.86140 -1.88953 -1.08895
11 C 1.38848 -3.18355 -0.32718
12 H 2.92250 -1.66243 -0.94686
13 H 1.28540 -0.97807 -0.87020
14 H 1.66184 -2.08953 -2.14714
15 H 1.52138 -3.12534 0.75483
16 H 0.32390 -3.31393 -0.52512
17 H 1.86222 -3.98672 -0.90434

## Properties
Lowest unoccupied orbital energy: 1.11 eV
Multiplicity: 1
E_HOMO: -0.351 hartree
Net charge: 0